DFT (the ωB97M-V functional and the def2-TZVPD basis) results for a single C15H16FNO molecule at a distorted geometry.

CARTESIAN COORDINATES (ANGSTROEM)
O 2.372 -2.050 1.716
F -2.404 -1.097 -3.876
C 1.885 -1.124 2.233
C -0.164 -1.054 -3.162
C -2.015 -0.007 -1.989
C 0.720 -0.745 -2.150
C -1.171 0.392 -0.954
C -1.512 -0.700 -3.003
C 0.198 -0.053 -0.970
N 1.721 1.178 2.798
C 2.603 0.032 2.968
C -0.449 1.702 2.483
C 0.445 0.506 2.617
C 0.663 -0.531 1.546
C 0.383 2.916 1.987
C 1.589 1.609 0.349
C 1.140 0.093 0.216
C 1.712 2.256 1.770
H 0.196 -1.548 -4.082
H -3.069 0.306 -2.085
H 1.752 -0.927 -2.144
H -1.576 0.949 -0.201
H 2.688 -0.185 4.014
H 3.547 0.337 2.589
H -0.928 1.895 3.474
H -1.191 1.479 1.682
H 0.180 0.033 3.519
H -0.236 -1.155 1.441
H 0.525 3.574 2.838
H 0.149 3.461 1.109
H 1.046 2.328 -0.383
H 2.632 1.649 -0.064
H 1.977 -0.499 -0.040
H 2.582 2.974 1.745

## Properties
ΔE to the lowest compared entry with this formula, charge and spin = 212.7 kJ/mol
E_HOMO = -8.3 eV
lowest unoccupied orbital energy = 0.7 eV

DFT (the ωB97M-V functional and the def2-TZVPD basis) results for a molecular structure, C15H16InO5P2.

CARTESIAN COORDINATES (ANGSTROEM)
In 0.820 -0.106 0.462
C -2.041 1.766 3.131
P -1.465 0.357 2.121
C -1.231 -0.946 3.395
C -2.907 -0.251 1.190
C -4.143 0.382 1.288
C -5.231 -0.089 0.575
C -5.086 -1.163 -0.288
C -3.855 -1.784 -0.417
C -2.761 -1.341 0.317
P -1.158 -2.216 0.191
C -1.559 -3.839 0.965
C -0.984 -2.662 -1.574
H -2.360 2.593 2.500
H -1.191 2.096 3.726
H -2.849 1.460 3.798
H -2.196 -1.213 3.828
H -0.575 -0.553 4.171
H -0.767 -1.830 2.957
H -4.265 1.250 1.916
H -6.186 0.402 0.679
H -5.931 -1.518 -0.856
H -3.749 -2.614 -1.100
H -2.428 -4.265 0.463
H -1.780 -3.715 2.024
H -0.702 -4.500 0.851
H -1.740 -3.381 -1.888
H 0.004 -3.110 -1.706
H -1.039 -1.766 -2.193
O 4.980 2.446 -3.191
C 3.863 2.186 -2.863
C 3.010 2.968 -1.860
O 3.067 4.136 -1.607
C 1.995 1.994 -1.349
C 2.058 0.778 -2.133
O 1.436 -0.248 -1.787
C 3.083 0.919 -3.207
O 3.181 0.231 -4.184
O 1.304 2.058 -0.314

## Properties
E_HOMO (alpha / beta) = -11.7 / -11.8 eV
lowest unoccupied orbital energy (alpha / beta) = -5.5 / -5.9 eV
charge = +1

DFT (the ωB97M-V functional and the def2-TZVPD basis) results for a single C15H16N2O3S molecule at a distorted geometry.

CARTESIAN COORDINATES (ANGSTROEM)
C -4.759 -2.074 1.307
C -3.574 -1.149 1.504
O -3.673 -0.036 1.967
N -2.403 -1.719 1.098
C -1.112 -1.177 1.107
C -0.801 0.022 1.739
C 0.488 0.514 1.690
C 1.491 -0.175 1.015
C 1.188 -1.392 0.413
C -0.100 -1.881 0.458
H -0.325 -2.825 -0.018
H 1.966 -1.933 -0.098
N 2.792 0.332 0.973
S 3.826 0.296 -0.335
O 3.764 -0.988 -0.961
O 5.083 0.761 0.169
C 3.200 1.562 -1.510
C 1.720 1.469 -1.577
C 0.916 2.414 -0.950
C -0.461 2.278 -0.954
C -1.048 1.193 -1.580
C -0.253 0.251 -2.213
C 1.123 0.388 -2.215
H 1.746 -0.352 -2.692
H -0.707 -0.595 -2.707
H -2.121 1.083 -1.572
H -1.076 3.015 -0.461
H 1.372 3.262 -0.459
H 3.687 1.316 -2.449
H 3.558 2.516 -1.134
H 2.957 1.146 1.543
H 0.720 1.447 2.182
H -1.573 0.569 2.254
H -2.463 -2.642 0.690
H -4.870 -2.325 0.254
H -5.661 -1.577 1.651
H -4.618 -2.992 1.874

## Properties
ΔE to the lowest compared entry with this formula, charge and spin = 107.2 kJ/mol
E_HOMO = -8.0 eV
lowest unoccupied orbital energy = 0.6 eV

DFT (the ωB97M-V functional and the def2-TZVPD basis) results for a single C15H16N2O6S molecule at a distorted geometry.

CARTESIAN COORDINATES (ANGSTROEM)
C -3.886 -1.838 1.054
H -4.461 -1.680 1.958
H -4.481 -1.611 0.181
H -3.501 -2.848 1.019
S -2.458 -0.728 1.120
O -1.636 -1.126 2.215
O -2.946 0.628 1.087
N -1.701 -1.089 -0.318
C -0.320 -1.397 -0.342
C 0.127 -2.401 -1.189
C 1.475 -2.737 -1.268
C 2.342 -2.045 -0.460
C 1.891 -1.042 0.401
C 0.568 -0.684 0.469
H 0.226 0.090 1.131
O 2.953 -0.524 1.088
C 4.093 -1.211 0.616
O 3.698 -2.177 -0.334
H 4.787 -0.495 0.146
H 4.599 -1.707 1.459
H 1.825 -3.509 -1.932
H -0.584 -2.927 -1.806
C -2.271 -0.495 -1.513
C -1.439 0.714 -1.974
O -0.835 0.725 -3.025
N -1.463 1.726 -1.093
H -1.961 1.605 -0.215
C -0.607 2.890 -1.229
C 0.559 2.807 -0.300
C 1.857 2.439 -0.502
C 2.489 2.507 0.764
C 1.527 2.901 1.639
O 0.356 3.086 1.007
H 1.547 3.080 2.695
H 3.512 2.288 0.989
H 2.299 2.158 -1.435
H -1.196 3.785 -1.013
H -0.253 2.910 -2.262
H -3.284 -0.173 -1.272
H -2.296 -1.229 -2.323

## Properties
ΔE to the lowest compared entry with this formula, charge and spin = 299.8 kJ/mol
E_HOMO = -8.1 eV
lowest unoccupied orbital energy = 0.5 eV

DFT (the ωB97M-V functional and the def2-TZVPD basis) results for a molecular structure, C15H16N5O4PdS2.

CARTESIAN COORDINATES (ANGSTROEM)
Pd 1.100 -0.311 -0.957
C 2.202 4.304 -3.169
S 3.318 3.716 -1.884
C 2.629 2.190 -1.433
S 1.152 1.617 -2.156
N 3.313 1.556 -0.530
N 2.743 0.369 -0.181
C 3.256 -0.322 0.771
C 2.596 -1.579 1.114
C 3.042 -2.419 2.116
C 2.344 -3.595 2.359
C 1.230 -3.890 1.595
C 0.839 -2.996 0.609
N 1.503 -1.873 0.375
H 2.620 5.257 -3.488
H 1.200 4.465 -2.779
H 2.181 3.621 -4.014
H 4.136 0.043 1.285
H 3.917 -2.154 2.694
H 2.671 -4.270 3.138
H 0.664 -4.797 1.751
H -0.024 -3.181 -0.017
C -3.237 2.197 0.025
N -2.254 1.397 0.759
C -1.664 1.857 1.927
C -0.750 1.132 2.587
C -0.349 -0.179 2.083
O 0.519 -0.872 2.566
N -1.028 -0.600 0.920
C -1.861 0.173 0.357
O -2.537 -0.254 -0.764
H -3.322 3.159 0.522
H -4.210 1.709 0.029
H -2.911 2.357 -1.000
H -1.993 2.834 2.250
H -0.287 1.505 3.488
C -4.108 -1.989 -1.881
O -2.687 -1.973 -2.161
C -1.898 -1.113 -1.584
O -0.722 -1.061 -1.832
H -4.280 -2.160 -0.822
H -4.492 -2.815 -2.467
H -4.561 -1.055 -2.201

## Properties
ΔE to the lowest compared entry with this formula, charge and spin = 49.5 kJ/mol
E_HOMO = -11.1 eV
lowest unoccupied orbital energy = -3.7 eV
charge = +1

DFT (the ωB97M-V functional and the def2-TZVPD basis) results for a molecular structure, C15H17B2F4N4O7Pt.

CARTESIAN COORDINATES (ANGSTROEM)
Pt 0.738 1.103 0.026
C 0.014 4.070 2.932
C 0.272 2.836 2.149
N 0.017 2.734 0.887
O -0.458 3.746 0.200
B -0.702 3.819 -1.340
F 0.024 4.891 -1.750
F -2.038 3.906 -1.524
O -0.230 2.630 -2.246
N 0.462 1.583 -1.876
C 1.026 0.797 -2.733
C 0.946 1.010 -4.202
C 1.791 -0.337 -2.121
N 1.744 -0.376 -0.836
O 2.423 -1.276 -0.124
B 1.829 -1.552 1.278
F 0.464 -1.778 1.085
F 2.508 -2.582 1.804
O 1.969 -0.360 2.223
N 1.230 0.710 1.910
C 0.945 1.635 2.754
C 1.288 1.560 4.194
C 2.554 -1.351 -2.897
H -0.408 4.837 2.292
H 0.943 4.436 3.374
H -0.677 3.868 3.753
H 0.418 1.934 -4.414
H 0.420 0.183 -4.682
H 1.948 1.065 -4.629
H 1.599 0.553 4.452
H 0.427 1.851 4.797
H 2.100 2.252 4.432
H 2.651 -1.080 -3.944
H 2.049 -2.317 -2.819
H 3.537 -1.481 -2.445
O -0.722 -2.434 -1.608
C -1.579 -2.951 -0.806
C -1.904 -4.343 -0.938
C -2.827 -4.888 -0.106
C -3.463 -4.083 0.873
C -3.143 -2.714 1.019
C -2.213 -2.145 0.209
C -1.791 -0.699 0.430
O -2.140 -0.155 1.442
O -1.052 -0.203 -0.543
H -0.670 -1.427 -1.331
H -1.412 -4.909 -1.718
H -3.080 -5.935 -0.188
H -4.206 -4.520 1.526
H -3.622 -2.114 1.780

## Properties
E_HOMO (alpha / beta) = -12.6 / -12.6 eV
lowest unoccupied orbital energy (alpha / beta) = -4.1 / -6.7 eV
charge = +1
spin multiplicity = 3

DFT (the ωB97M-V functional and the def2-TZVPD basis) results for a molecular structure, C15H17BrF5N6O3STaTe2 at a distorted geometry.

CARTESIAN COORDINATES (ANGSTROEM)
Ta 9.607 11.039 7.645
C 11.506 15.548 9.219
C 10.565 14.350 9.075
N 10.944 13.094 9.432
N 12.210 13.044 9.681
C 12.828 11.841 9.595
N 14.163 11.824 9.736
S 12.008 10.375 9.187
C 9.315 14.519 8.425
C 8.775 15.829 8.333
C 7.519 16.024 7.798
C 6.815 14.918 7.378
C 7.407 13.667 7.488
N 8.649 13.456 7.914
H 12.471 15.185 9.609
H 11.683 16.062 8.256
H 11.156 16.318 9.924
H 14.746 12.650 9.825
H 14.668 10.957 9.499
H 9.322 16.671 8.782
H 7.068 17.001 7.714
H 5.821 14.966 6.951
H 6.843 12.778 7.172
N 7.363 8.153 6.046
N 8.628 7.931 5.419
C 9.846 8.245 6.171
O 10.909 7.747 5.842
O 9.693 9.188 7.127
H 7.274 9.165 6.152
H 7.402 7.753 6.985
H 8.642 7.004 5.035
F 11.873 12.905 4.151
Te 10.170 13.203 4.964
F 7.865 11.075 6.912
F 9.396 13.381 3.148
F 9.888 10.774 5.331
F 10.475 15.050 5.309
O 10.806 12.461 6.871
Te 13.038 10.477 6.454
C 14.255 8.872 7.019
C 13.777 7.556 7.256
C 14.648 6.621 7.762
C 15.966 6.963 7.988
C 16.436 8.241 7.797
C 15.566 9.206 7.275
H 12.777 7.324 6.923
H 14.307 5.606 7.916
H 16.682 6.207 8.360
H 17.482 8.466 8.051
H 15.903 10.237 7.138
Br 8.476 10.805 9.823

## Properties
ΔE to the lowest compared entry with this formula, charge and spin = 0.0 kJ/mol
E_HOMO = -8.1 eV
lowest unoccupied orbital energy = -2.5 eV

DFT (the ωB97M-V functional and the def2-TZVPD basis) results for a molecular structure, C15H17Cl2N3O3S at a distorted geometry.

CARTESIAN COORDINATES (ANGSTROEM)
C -0.010 -3.305 0.625
H 0.646 -4.246 0.588
H 0.207 -2.664 1.443
H 0.338 -2.739 -0.325
S -1.777 -3.914 0.117
C -2.531 -2.143 0.121
C -2.927 -1.569 1.584
H -2.045 -1.583 2.005
H -3.787 -1.899 1.717
C -3.016 0.031 1.314
N -3.981 0.686 0.267
C -3.375 1.244 -0.839
O -3.669 1.360 -1.902
N -1.938 1.432 -0.230
C -1.756 0.741 0.815
O -0.779 0.735 1.683
C -0.858 1.764 -1.009
C -0.601 3.277 -0.487
H 0.297 3.903 -1.260
H -0.264 3.356 0.587
H -1.510 3.935 -0.714
H -1.400 2.066 -1.932
C 0.236 0.995 -0.985
O -0.066 -0.213 -1.182
N 1.455 1.511 -0.904
C 2.717 0.634 -0.491
C 2.782 -0.893 -0.900
C 4.007 -1.204 -0.705
C 4.963 -0.777 0.054
C 4.924 0.540 0.409
C 3.714 1.370 0.086
H 3.578 2.258 0.336
Cl 6.237 1.430 1.120
H 5.947 -1.393 0.086
Cl 4.096 -3.071 -1.171
H 1.998 -1.009 -1.350
H 1.531 2.298 -0.497
H -4.850 0.139 0.384
H -3.430 0.499 2.305
H -1.831 -1.348 -0.359
H -3.272 -2.231 -0.410

## Properties
ΔE to the lowest compared entry with this formula, charge and spin = 950.5 kJ/mol
E_HOMO = -8.5 eV
lowest unoccupied orbital energy = 0.1 eV

DFT (the ωB97M-V functional and the def2-TZVPD basis) results for a single C15H17ClN2S molecule at a distorted geometry.

CARTESIAN COORDINATES (ANGSTROEM)
Cl 1.547 5.561 -2.317
N -2.319 -2.183 2.316
S 0.357 -2.792 2.313
C -1.123 -1.995 1.760
C -3.212 -1.367 1.670
C -2.571 -0.642 0.681
C 2.369 3.101 0.730
C 2.383 4.175 -0.147
C 1.526 2.038 0.521
C 0.735 3.052 -1.524
C 1.571 4.160 -1.302
C 0.697 1.956 -0.616
N -1.265 -1.065 0.734
C -0.390 -4.101 3.384
C -1.033 -1.154 -2.414
C 1.493 -0.788 -2.015
C 0.037 -0.502 -1.545
C -0.288 0.831 -0.833
C -0.133 -0.508 -0.015
H -4.255 -1.260 1.941
H -3.026 0.072 -0.001
H 2.961 3.136 1.632
H 2.972 5.075 0.061
H 1.464 1.232 1.246
H 0.022 3.054 -2.306
H -0.625 -3.709 4.407
H -1.281 -4.486 2.945
H 0.312 -4.934 3.525
H -0.892 -2.255 -2.389
H -0.948 -0.775 -3.463
H -2.049 -0.947 -2.045
H 1.627 -0.336 -3.015
H 2.190 -0.366 -1.321
H 1.641 -1.893 -2.071
H -1.257 1.191 -1.077
H 0.763 -0.578 0.549

## Properties
E_HOMO = -7.9 eV
lowest unoccupied orbital energy = 0.7 eV

DFT (the ωB97M-V functional and the def2-TZVPD basis) results for a molecular structure, C15H17ClN4OS at a distorted geometry.

CARTESIAN COORDINATES (ANGSTROEM)
O 3.403 2.470 2.069
C 3.383 1.703 1.049
N 4.128 0.642 0.992
C 4.125 -0.421 0.005
N 3.773 -0.438 -1.357
C 3.939 -1.478 -1.858
C 4.443 -2.545 -1.042
S 4.722 -1.951 0.321
H 4.763 -3.367 -1.644
H 3.802 -1.448 -2.968
H 4.447 0.573 1.879
C 2.162 2.007 -0.200
N 1.346 0.627 -0.226
C 0.445 0.949 1.067
C -0.846 0.025 0.651
N -1.652 0.587 -0.191
C -2.900 0.306 -0.383
C -3.718 1.214 -1.234
C -4.943 1.224 -1.488
C -5.761 0.228 -0.548
C -5.044 -0.610 0.114
C -3.746 -0.389 0.482
H -3.111 -1.028 1.055
Cl -5.875 -1.746 1.339
H -6.801 0.236 -0.988
H -5.513 1.770 -2.117
H -3.180 1.843 -1.903
C -0.752 1.420 -1.376
H -1.341 1.070 -2.207
C 0.640 0.590 -1.292
H 1.205 1.156 -2.231
H 0.471 -0.472 -1.669
H -0.674 2.381 -1.146
H -0.582 -1.132 0.557
H -1.484 0.004 1.686
H 0.170 2.101 1.298
H 0.976 0.473 1.734
H 2.835 1.919 -0.761
H 1.768 2.939 0.052

## Properties
ΔE to the lowest compared entry with this formula, charge and spin = 1310.2 kJ/mol
E_HOMO = -7.6 eV
lowest unoccupied orbital energy = 0.3 eV

DFT (the ωB97M-V functional and the def2-TZVPD basis) results for a molecular structure, C15H17N3O6P2SY.

CARTESIAN COORDINATES (ANGSTROEM)
Y 0.099 0.825 0.752
C -2.437 4.468 -2.747
C -3.524 4.081 -1.970
C -3.439 2.997 -1.111
C -2.248 2.271 -1.025
C -1.164 2.650 -1.825
C -1.255 3.743 -2.671
N -2.037 1.235 -0.110
N -3.114 0.776 0.472
C -2.842 -0.167 1.460
C -3.967 -0.770 2.044
C -3.800 -1.715 3.035
C -2.515 -2.057 3.458
C -1.413 -1.439 2.880
C -1.519 -0.476 1.872
H -2.515 5.320 -3.410
H -4.450 4.638 -2.031
H -4.275 2.694 -0.498
H -0.244 2.068 -1.815
H -0.406 4.021 -3.281
H -4.952 -0.484 1.698
H -4.665 -2.188 3.485
H -2.381 -2.799 4.236
H -0.429 -1.734 3.241
N 4.609 1.223 0.845
C 3.845 -0.046 1.164
C 4.828 -1.182 1.401
P 2.633 -0.315 -0.169
O 3.506 -1.038 -1.292
O 2.182 1.073 -0.573
O 1.487 -1.151 0.318
P 2.978 0.454 2.766
O 2.809 -0.922 3.546
O 4.014 1.323 3.378
O 1.615 1.001 2.426
H 5.452 1.044 0.303
H 4.815 1.632 1.788
H 3.989 1.851 0.318
H 5.456 -1.346 0.523
H 4.277 -2.100 1.597
H 5.453 -0.977 2.271
H 2.990 -1.614 -1.870
H 1.912 -1.273 3.465
S -1.928 4.057 1.861
C -0.899 3.004 1.489

## Properties
ΔE to the lowest compared entry with this formula, charge and spin = 8.3 kJ/mol
E_HOMO (alpha / beta) = -5.7 / -7.6 eV
lowest unoccupied orbital energy (alpha / beta) = -0.4 / -0.4 eV
spin multiplicity = 2

DFT (the ωB97M-V functional and the def2-TZVPD basis) results for a single C15H17N5O3 molecule.

CARTESIAN COORDINATES (ANGSTROEM)
C -0.852 2.804 -0.179
H -0.313 2.824 -1.123
H -1.035 3.817 0.186
H -1.809 2.295 -0.299
O -0.030 2.093 0.737
C -0.420 2.113 2.018
O -1.372 2.724 2.417
C 0.478 1.241 2.871
C -0.045 -0.172 2.777
C -0.537 -0.846 3.849
C -1.028 -2.192 3.694
O -1.475 -2.915 4.561
N -0.948 -2.646 2.374
C -0.458 -1.914 1.341
N 0.001 -0.696 1.531
N -0.462 -2.545 0.152
C -0.094 -1.962 -0.964
N -0.157 -2.727 -2.084
H 0.408 -2.468 -2.876
H -0.313 -3.707 -1.919
N 0.309 -0.682 -1.041
C 0.636 0.087 -2.158
C 1.614 1.072 -2.008
C 1.963 1.877 -3.071
C 1.350 1.733 -4.313
C 0.361 0.769 -4.448
C -0.001 -0.045 -3.388
H -0.806 -0.753 -3.509
H -0.146 0.654 -5.395
C 1.754 2.601 -5.464
H 2.733 2.298 -5.836
H 1.040 2.525 -6.280
H 1.825 3.642 -5.155
H 2.723 2.633 -2.940
H 2.087 1.198 -1.046
H 0.384 -0.251 -0.102
H -1.283 -3.580 2.175
H -0.577 -0.410 4.833
H 0.451 1.588 3.902
H 1.492 1.278 2.471

## Properties
ΔE to the lowest compared entry with this formula, charge and spin = 0.0 kJ/mol
E_HOMO = -8.4 eV
lowest unoccupied orbital energy = 0.5 eV